Entry 1:
{
  "formula": "C20H19F6N3O",
  "method": "ωB97M-V/def2-TZVPD",
  "e_above_lowest_kj_mol": 107.2,
  "fmax_ev_per_a": 2.3,
  "smiles": "NC1=N[C@@H](CCc2ccc(N[C@@H](c3ccc(C(F)(F)F)cc3)C(F)(F)F)cc2)CO1",
  "homo_lumo_gap_ev": 8.41,
  "homo_ev": -7.91,
  "species": ["N", "C", "N", "C", "C", "C", "C", "C", "C", "C", "N", "C", "C", "C", "C", "C", "C", "F", "F", "F", "C", "C", "C", "F", "F", "F", "C", "C", "C", "O", "H", "H", "H", "H", "H", "H", "H", "H", "H", "H", "H", "H", "H", "H", "H", "H", "H", "H", "H"],
  "positions_angstrom": [[-0.344, -5.743, -2.164], [-0.684, -4.754, -1.262], [-1.087, -3.619, -1.680], [-1.298, -2.793, -0.480], [-2.741, -2.276, -0.505], [-3.068, -1.367, 0.674], [-2.171, -0.155, 0.688], [-1.063, -0.044, 1.567], [-0.324, 1.159, 1.611], [-0.683, 2.256, 0.798], [0.003, 3.443, 0.802], [0.942, 3.928, 1.850], [2.316, 3.398, 1.473], [3.218, 2.889, 2.428], [4.430, 2.354, 2.043], [4.864, 2.398, 0.718], [6.190, 1.770, 0.354], [6.057, 0.431, 0.360], [7.170, 2.113, 1.245], [6.617, 2.201, -0.864], [3.987, 2.945, -0.266], [2.702, 3.389, 0.117], [0.942, 5.467, 2.094], [1.286, 6.146, 0.933], [1.754, 5.779, 3.138], [-0.332, 5.775, 2.389], [-1.729, 2.116, -0.089], [-2.453, 0.932, -0.151], [-1.040, -3.747, 0.667], [-0.464, -4.904, 0.067], [0.419, -6.359, -1.891], [-0.380, -5.403, -3.117], [-0.608, -1.929, -0.433], [-2.917, -1.735, -1.454], [-3.468, -3.089, -0.479], [-3.002, -1.931, 1.599], [-4.091, -1.029, 0.535], [-0.729, -0.918, 2.143], [0.577, 1.170, 2.235], [-0.373, 4.116, 0.148], [0.675, 3.501, 2.826], [3.015, 2.917, 3.481], [5.078, 1.924, 2.772], [4.272, 2.999, -1.320], [2.054, 3.818, -0.630], [-1.985, 2.930, -0.745], [-3.276, 0.849, -0.885], [-0.381, -3.329, 1.423], [-1.944, -4.061, 1.167]],
  "forces_ev_per_angstrom": [[0.0, -0.5, 1.3], [0.8, 1.1, -1.4], [0.0, 0.1, 0.5], [-1.0, 0.2, -0.8], [0.0, 0.4, -0.1], [0.4, 0.4, -0.7], [0.5, 0.5, 0.9], [-0.3, 0.8, -1.0], [-0.1, -0.8, 0.0], [0.6, -1.0, 1.1], [0.5, 2.1, 0.7], [0.3, -1.1, -0.8], [1.1, -0.2, -0.2], [-0.5, 0.3, -0.9], [0.3, 0.3, -0.8], [-1.3, 0.5, -0.7], [-0.2, 1.1, 0.1], [0.6, 0.3, -0.3], [-0.6, -0.5, -0.6], [-0.2, -0.7, 0.6], [-0.1, -0.4, 0.9], [1.3, 0.0, 0.7], [-0.5, -1.5, -1.2], [-0.1, -0.4, 1.9], [-0.8, 0.1, -1.4], [0.5, 0.8, 0.2], [-0.7, -0.8, -0.3], [-0.2, -0.2, -0.1], [0.0, 0.2, 0.6], [0.3, -1.1, -0.4], [-0.4, 0.3, -0.3], [0.2, -0.2, 0.3], [-0.2, -0.4, -0.3], [0.2, -0.2, 0.4], [0.2, -0.4, -0.2], [0.0, 0.0, 0.3], [-0.2, 0.0, 0.3], [-0.3, 0.5, 0.0], [-0.4, 0.3, -0.2], [0.2, 0.1, 0.4], [-0.2, 0.1, -0.2], [-0.4, 0.0, 0.3], [0.4, -0.2, 0.5], [0.0, -0.1, 0.5], [-0.1, -0.1, -0.1], [-0.1, 0.2, -0.1], [0.4, 0.1, 0.5], [0.3, -0.2, 0.0], [-0.5, -0.1, 0.2]]
}



Entry 2:
{
  "formula": "C24H35N3O6S",
  "method": "ωB97M-V/def2-TZVPD",
  "e_above_lowest_kj_mol": 188.4,
  "fmax_ev_per_a": 3.0,
  "smiles": "C[N+](C)(CCCS(=O)(=O)[O-])Cc1ccccc1.CNC(=O)[C@H](Cc1ccc(O)cc1)NC(C)=O",
  "homo_lumo_gap_ev": 7.02,
  "homo_ev": -7.21,
  "species": ["C", "N", "C", "C", "C", "C", "S", "O", "O", "O", "C", "C", "C", "C", "C", "C", "C", "H", "H", "H", "H", "H", "H", "H", "H", "H", "H", "H", "H", "H", "H", "H", "H", "H", "H", "H", "C", "N", "C", "O", "C", "C", "C", "C", "C", "C", "O", "C", "C", "N", "C", "C", "O", "H", "H", "H", "H", "H", "H", "H", "H", "H", "H", "H", "H", "H", "H", "H", "H"],
  "positions_angstrom": [[1.135, 1.810, -1.444], [1.820, 2.690, -0.465], [1.382, 2.420, 0.929], [1.473, 4.110, -0.774], [-0.035, 4.363, -0.966], [-0.347, 5.853, -1.120], [-2.071, 6.069, -1.638], [-2.278, 5.288, -2.871], [-2.341, 7.503, -1.827], [-2.828, 5.500, -0.509], [3.290, 2.507, -0.618], [3.954, 1.348, 0.122], [3.363, 0.083, 0.339], [4.063, -0.934, 0.998], [5.368, -0.714, 1.442], [5.971, 0.526, 1.227], [5.270, 1.544, 0.573], [1.354, 2.130, -2.468], [0.051, 1.857, -1.304], [1.442, 0.767, -1.346], [1.351, 1.346, 1.136], [2.069, 2.884, 1.645], [0.380, 2.819, 1.118], [1.827, 4.757, 0.036], [1.986, 4.428, -1.690], [-0.612, 3.973, -0.122], [-0.377, 3.849, -1.869], [-0.200, 6.385, -0.179], [0.285, 6.305, -1.886], [3.782, 3.427, -0.282], [3.522, 2.398, -1.683], [2.355, -0.146, 0.015], [3.593, -1.900, 1.159], [5.912, -1.505, 1.951], [6.988, 0.700, 1.569], [5.766, 2.498, 0.414], [-4.742, -5.612, 1.372], [-3.518, -5.451, 0.588], [-2.467, -4.715, 0.976], [-2.459, -4.122, 2.047], [-1.285, -4.616, -0.016], [-0.131, -3.657, 0.363], [-0.481, -2.205, 0.646], [-0.769, -1.315, -0.408], [-1.203, -0.007, -0.122], [-1.280, 0.436, 1.214], [-1.662, 1.710, 1.475], [-0.930, -0.431, 2.267], [-0.540, -1.752, 1.980], [-1.666, -4.454, -1.431], [-2.556, -3.649, -2.019], [-3.545, -2.803, -1.237], [-2.576, -3.602, -3.237], [-5.482, -6.185, 0.811], [-4.518, -6.131, 2.306], [-5.154, -4.629, 1.612], [-3.479, -5.883, -0.323], [-0.839, -5.609, 0.033], [0.351, -4.066, 1.253], [0.618, -3.681, -0.429], [-0.724, -1.655, -1.434], [-1.523, 0.654, -0.915], [-2.278, 1.767, 2.210], [-0.997, -0.095, 3.291], [-0.341, -2.439, 2.791], [-1.104, -4.959, -2.098], [-3.803, -1.929, -1.834], [-4.447, -3.384, -1.056], [-3.133, -2.467, -0.289]],
  "forces_ev_per_angstrom": [[-0.9, -0.6, -0.6], [0.1, -0.2, -0.1], [-0.4, -0.4, 1.1], [-0.9, 1.5, -0.4], [0.1, -0.2, -0.1], [0.3, -0.1, -0.3], [-3.0, 0.4, -0.3], [1.2, 0.3, 0.7], [1.2, -1.0, 0.3], [0.9, 0.1, -0.2], [1.3, -0.2, 0.1], [0.0, -0.6, 0.4], [0.5, 0.1, 0.1], [0.2, 0.5, -0.1], [-0.1, 0.3, -0.1], [-0.4, -0.1, -0.2], [-0.2, -0.3, 0.1], [0.1, 0.2, 0.3], [0.5, 0.1, 0.1], [0.1, 0.4, 0.2], [0.1, 0.3, -0.2], [0.1, 0.0, -0.4], [0.3, -0.1, -0.4], [0.2, -0.4, 0.0], [0.1, -0.4, 0.1], [-0.1, 0.1, -0.1], [-0.1, 0.2, 0.1], [-0.2, 0.1, -0.1], [0.0, 0.1, -0.1], [-0.3, -0.1, 0.0], [-0.3, 0.2, 0.1], [0.1, 0.0, 0.0], [0.0, 0.2, 0.0], [-0.1, 0.1, -0.1], [-0.2, 0.0, -0.1], [-0.1, 0.0, 0.0], [0.4, 0.3, 0.2], [-0.3, -0.8, -0.8], [-0.1, 1.3, 0.5], [0.3, -0.4, -0.3], [0.2, 0.0, -0.7], [-0.3, 0.4, 0.7], [0.0, 0.1, 0.0], [-0.2, 0.4, 1.3], [0.2, -0.4, 0.7], [0.2, -1.4, 0.0], [-0.1, 0.7, -0.5], [0.1, -0.7, -1.0], [-0.5, 0.9, -0.7], [0.6, -1.1, 1.6], [-1.1, 1.3, -1.0], [0.5, -0.1, 0.2], [0.0, 0.0, -0.4], [0.2, 0.1, -0.1], [-0.1, 0.1, 0.0], [0.0, -0.1, 0.0], [0.0, 0.1, 0.1], [0.1, -0.2, -0.1], [0.0, 0.0, 0.1], [-0.1, -0.2, -0.2], [0.0, 0.0, -0.1], [-0.1, 0.0, 0.0], [0.0, -0.1, 0.1], [0.0, 0.1, 0.1], [0.0, 0.0, -0.1], [0.0, 0.0, -0.1], [0.1, -0.2, -0.1], [-0.1, 0.0, 0.0], [-0.1, 0.0, 0.2]]
}



Entry 3:
{
  "formula": "C2H5FN2S",
  "method": "ωB97M-V/def2-TZVPD",
  "e_above_lowest_kj_mol": 160.4,
  "fmax_ev_per_a": 4.2,
  "smiles": "[H]/N=C(\\CF)NS",
  "homo_lumo_gap_ev": 9.94,
  "homo_ev": -9.29,
  "species": ["H", "N", "C", "C", "F", "N", "S", "H", "H", "H", "H"],
  "positions_angstrom": [[0.060, 1.825, -1.509], [0.762, 1.148, -1.364], [0.467, 0.325, -0.406], [-0.977, 0.346, 0.046], [-1.769, -0.767, -0.287], [1.307, -0.451, 0.378], [0.637, -1.184, 1.618], [-1.688, 0.908, -0.553], [-1.063, 0.730, 0.997], [2.237, -0.734, 0.235], [0.026, -2.147, 0.846]],
  "forces_ev_per_angstrom": [[-1.4, 0.2, -0.6], [2.6, -2.1, 1.9], [-0.8, 2.4, -1.9], [-1.7, 0.4, -2.9], [0.8, -2.2, 1.4], [-0.2, 1.9, -2.2], [-1.6, -3.1, 2.3], [1.5, 2.1, -0.4], [-0.5, -0.1, 2.6], [1.2, 0.4, -1.2], [0.1, 0.0, 1.0]]
}



Entry 4:
{
  "formula": "C3H5NOS",
  "method": "ωB97M-V/def2-TZVPD",
  "e_above_lowest_kj_mol": 321.9,
  "fmax_ev_per_a": 5.3,
  "homo_lumo_gap_ev": 8.34,
  "homo_ev": -9.25,
  "species": ["C", "C", "C", "N", "O", "S", "H", "H", "H", "H", "H"],
  "positions_angstrom": [[-1.505, -1.655, -0.370], [0.205, 1.228, 0.885], [1.030, -0.211, -0.735], [-2.529, -1.210, -0.605], [1.273, 0.530, 0.391], [-0.019, -2.375, -0.066], [0.414, 2.292, 1.296], [-0.353, 0.568, 1.696], [-0.531, 1.450, 0.044], [0.178, -0.074, -1.317], [1.837, -0.542, -1.219]],
  "forces_ev_per_angstrom": [[1.5, -1.1, 0.3], [-4.2, 1.4, 1.5], [-2.0, 0.2, 5.0], [-1.7, 1.0, -0.4], [1.3, -1.7, -3.1], [1.0, 1.8, -0.4], [0.5, -2.1, -0.4], [1.1, 1.5, -1.6], [0.6, -0.5, 1.1], [-1.5, 0.8, -0.6], [3.3, -1.4, -1.3]]
}



Entry 5:
{
  "formula": "C3H2INO",
  "method": "ωB97M-V/def2-TZVPD",
  "e_above_lowest_kj_mol": 460.4,
  "fmax_ev_per_a": 3.1,
  "smiles": "[O-][N+]#CI.C#C",
  "homo_lumo_gap_ev": 8.78,
  "homo_ev": -9.48,
  "species": ["O", "N", "C", "I", "C", "C", "H", "H"],
  "positions_angstrom": [[0.568, 1.988, 0.997], [1.126, 1.082, 0.493], [1.299, 0.035, -0.058], [2.921, -1.086, -0.419], [-1.476, 0.026, 0.077], [-1.511, -0.992, -0.545], [-1.463, 0.941, 0.537], [-1.465, -1.994, -1.081]],
  "forces_ev_per_angstrom": [[-0.4, 1.5, 0.7], [-0.1, -2.8, -1.4], [0.9, 1.9, 0.9], [0.1, -0.4, -0.2], [-0.5, -1.4, -0.9], [0.1, -2.5, -1.1], [0.0, 1.6, 0.9], [-0.2, 2.1, 1.1]]
}



Entry 6:
{
  "formula": "C4H5FOS",
  "method": "ωB97M-V/def2-TZVPD",
  "e_above_lowest_kj_mol": 506.7,
  "fmax_ev_per_a": 5.5,
  "homo_lumo_gap_ev": 7.42,
  "homo_ev": -8.79,
  "species": ["C", "C", "C", "C", "H", "H", "H", "H", "H", "O", "F", "S"],
  "positions_angstrom": [[1.792, -0.190, 0.122], [-0.606, -0.179, 0.083], [-0.401, 1.121, -0.019], [-1.741, -1.007, 0.053], [1.927, -0.278, 1.485], [1.653, 1.060, -0.243], [2.714, -0.900, -0.479], [0.500, 1.688, -0.450], [-1.617, -2.054, -0.317], [0.558, -0.900, -0.223], [-1.412, 1.931, -0.030], [-3.368, -0.290, 0.019]],
  "forces_ev_per_angstrom": [[1.3, -0.6, 0.8], [3.0, -1.3, -0.9], [-0.2, 2.3, -1.4], [-5.2, 1.5, -1.1], [-0.2, 0.5, -4.4], [2.2, -4.7, 1.2], [-2.8, 2.6, 2.0], [-2.0, -1.1, 1.1], [0.1, 0.9, 0.8], [1.7, 0.6, 0.9], [-1.5, 1.4, 0.5], [3.7, -2.1, 0.4]]
}